47
Properties=species:S:1:pos:R:3:forces:R:3:mulliken_charge:R:1 method="wB97M-V/def2-TZVPD" e_lumo_ev=0.3 de_lowest_kcal_mol=18.99 homo_ev=-9.792 multiplicity=1 energy_ha=-884.657637 smiles="NC(N)=O.CC(C)O.CC(C)O.CC(C)O.O" gap_ha=0.3706
O -6.5870 -0.4680 1.3312 -0.1384 0.1912 -0.0592 -0.642
H -5.7066 -0.7427 1.5872 0.3432 0.0001 0.0649 0.325
H -7.0997 -1.2764 1.3299 -0.1539 -0.1712 -0.0118 0.316
C -0.9874 -0.2743 0.9856 -2.1928 -0.8345 0.7482 0.675
O -1.9973 -0.4252 1.6178 -2.0199 0.6496 1.5773 -0.669
N -0.2951 -1.2805 0.5873 2.4141 -4.9235 -0.7866 -0.373
N -0.4544 0.7873 0.5110 0.9541 5.4493 -1.1623 -0.320
H 0.5581 -1.0670 0.0907 0.0529 -1.1971 0.4288 0.143
H -0.4642 -2.0865 1.1720 0.6611 -0.3578 -0.5996 0.204
H -0.9968 1.6386 0.5475 0.5743 0.0449 -0.2493 0.215
H 0.3886 0.6494 -0.0279 -0.3991 1.1677 0.0389 0.124
C -3.6927 5.8301 -0.9327 0.1155 0.9963 -0.7710 -1.224
C -4.2035 6.1464 -2.3764 2.0625 -0.5468 0.0119 0.258
C -3.1546 5.6519 -3.4738 -0.7304 0.8328 0.8715 -1.101
O -5.3905 5.5139 -2.5947 -1.9310 -0.9384 -0.1296 -0.547
H -4.3636 6.1198 -0.1239 -0.2772 0.2795 -0.3155 0.343
H -2.7755 6.4086 -0.8218 0.2666 -0.2974 0.3373 0.334
H -3.5158 4.7658 -0.7776 0.2508 -0.0954 -0.3392 0.309
H -4.3802 7.2095 -2.5404 0.0656 0.0526 0.3161 0.353
H -2.4283 4.9825 -3.0127 0.3948 0.3646 -0.1494 0.297
H -2.7685 6.5654 -3.9261 0.7916 -0.3147 0.0546 0.298
H -3.6149 5.1002 -4.2935 -0.4293 0.0439 0.2139 0.339
H -5.1770 4.5944 -2.4202 -0.5847 -0.3835 -0.0972 0.341
C 4.1505 2.6170 -0.1705 -0.3948 1.5394 1.1843 -1.409
C 4.8701 1.4598 -0.6764 -0.2988 -1.4926 -0.4394 0.831
C 6.0244 1.0223 0.1075 2.2729 -0.2376 1.3434 -1.463
O 3.9552 0.3215 -0.5980 -0.0660 0.7097 -1.1027 -0.510
H 3.7516 2.3173 0.7986 -0.6570 0.2222 -0.0717 0.348
H 3.4261 3.0406 -0.8661 -0.3224 -0.4065 0.1975 0.302
H 4.8143 3.4477 0.0689 0.3185 -0.0336 -0.1661 0.392
H 5.2739 1.6854 -1.6634 -0.5405 -0.3620 -0.6042 0.120
H 5.8154 0.4946 1.0381 -0.5907 0.1954 0.0709 0.353
H 6.6862 1.8412 0.3893 0.1635 0.1214 -0.2041 0.360
H 6.6160 0.3067 -0.4634 0.1716 0.0202 -0.1669 0.381
H 4.4681 -0.4221 -0.9230 -0.1447 -0.2964 -0.0340 0.296
C 0.5855 -6.5466 2.8747 -0.6725 0.4784 0.7613 -1.408
C 0.3469 -6.9113 1.4012 1.2702 2.1066 1.1212 0.708
C 1.6793 -6.7582 0.6732 -0.2004 -1.6950 -1.1116 -1.313
O -0.2631 -8.1536 1.2729 0.1096 -0.8089 -0.4460 -0.528
H 1.3976 -5.8531 3.0934 0.2997 -0.1431 -0.5260 0.341
H 0.7442 -7.4081 3.5233 0.0941 -0.2641 -0.2028 0.394
H -0.2640 -6.0044 3.2898 -0.3947 -0.2152 0.0283 0.364
H -0.2891 -6.1423 0.9629 -0.3848 0.1037 0.0459 0.124
H 1.4833 -6.8210 -0.3972 0.0658 0.4676 -0.2171 0.336
H 2.2899 -7.6504 0.8119 0.2396 0.0092 0.5246 0.322
H 2.2617 -5.8703 0.9191 -0.3835 -0.0125 0.0439 0.355
H -0.7170 -8.3559 2.0942 -0.0451 -0.0188 -0.0215 0.303

50
Properties=species:S:1:pos:R:3:forces:R:3:mulliken_charge:R:1 method="wB97M-V/def2-TZVPD" e_lumo_ev=0.3 de_lowest_kcal_mol=114.78 homo_ev=-9.122 multiplicity=1 energy_ha=-1151.147894 smiles=OCCO.OCCO.OCCO.OCCO.OCCO gap_ha=0.3456
C -2.0629 -2.1019 -1.7158 0.4073 -0.7160 -1.7245 0.806
C -3.3252 -2.8976 -1.2428 2.6357 0.0855 0.3005 -0.534
O -4.3572 -2.0742 -0.8839 -1.4378 0.8991 -0.3069 -0.499
O -2.1993 -1.4425 -3.0267 -0.9277 0.5940 1.5852 -0.582
H -1.1178 -2.6419 -1.7733 -0.3399 -0.9333 0.0648 0.359
H -1.7618 -1.3943 -0.9433 -1.4139 0.3488 -1.1214 -1.262
H -3.0462 -3.3187 -0.2769 0.3821 -0.5518 -0.1204 0.307
H -3.5648 -3.7064 -1.9332 -0.2001 0.0550 -0.1661 0.334
H -4.7974 -1.7597 -1.6769 -0.1192 0.2385 -0.0641 0.328
H -1.7574 -1.8568 -3.7715 0.2582 -0.5083 0.5631 0.296
C -2.6438 2.2631 2.3510 -0.7353 -0.5348 -0.9578 -0.628
C -2.4455 0.9802 1.4719 0.5540 1.4187 0.5471 0.590
O -3.0110 1.0917 0.1645 -0.8873 1.0534 0.3237 -0.638
O -2.0587 2.1214 3.6549 -0.3851 -0.0885 -0.6275 -0.539
H -3.7013 2.4963 2.4748 -0.1239 -0.2557 0.3334 0.326
H -2.2888 3.1096 1.7632 0.5345 0.1723 0.2117 0.215
H -2.8333 0.1090 1.9998 0.0919 -0.1077 0.0712 0.252
H -1.3730 0.9143 1.2890 -0.8146 0.1897 1.1714 -0.212
H -2.7443 0.3889 -0.4326 0.1719 -0.1474 0.4312 0.203
H -1.1790 2.5027 3.7026 -0.0164 0.0047 -0.3322 0.309
C 0.8026 -0.4606 0.5245 1.1743 1.5480 0.8686 -0.453
C 1.6046 -0.6148 -0.7842 -2.5676 0.8314 0.7829 -0.026
O 1.1892 -1.9016 -1.2343 0.8310 -0.5262 -0.7478 -0.449
O -0.6008 -0.2888 0.4325 1.5046 -2.0690 -1.2965 -0.115
H 1.0386 0.4716 1.0379 0.6123 0.0712 -0.1728 0.378
H 1.1393 -1.2271 1.2225 -0.4917 -0.4764 0.0208 0.368
H 2.6724 -0.4574 -0.6322 -1.2905 -0.0638 -0.6340 0.227
H 1.1815 0.1455 -1.4407 0.4218 -0.3791 -0.4397 -0.039
H 1.9790 -2.4456 -1.2769 -0.1338 -0.3118 -0.1428 0.344
H -1.0118 -1.0317 -0.0156 0.6721 -0.1358 0.5444 0.495
C 4.1612 -1.0193 0.5925 1.7256 -0.3297 3.1724 -0.245
C 4.2424 -2.1652 1.6629 -1.7794 -0.9818 -1.2194 -0.673
O 4.2974 -1.6444 2.9401 0.9678 0.4489 0.9950 -0.545
O 3.4057 0.0955 1.0794 -0.8018 -0.4370 -0.4715 -0.528
H 3.8379 -1.4832 -0.3394 0.4543 0.6054 -0.0300 0.286
H 5.1145 -0.4960 0.6671 0.9028 -1.0389 -1.4270 0.323
H 4.9368 -2.9863 1.4845 1.1720 0.6888 -0.3421 0.416
H 3.3857 -2.8379 1.7046 -1.0089 0.5930 -0.5101 0.267
H 5.2360 -1.5237 3.1017 0.0872 0.3514 0.6057 0.341
H 3.3653 0.0328 2.0365 0.1096 -0.2073 0.3434 0.340
C -0.1495 3.5447 -0.7729 -0.6871 -0.0302 -3.9029 -0.699
C 0.3423 2.2713 -1.3729 1.5896 -1.5999 4.9841 0.091
O -0.0466 1.8816 -2.6127 -0.9393 -0.0346 -1.5412 -0.593
O 0.6458 4.4823 -1.5035 -0.0597 2.1143 1.1641 -0.598
H -0.3329 3.6542 0.2959 1.2449 0.1855 -0.0032 0.387
H -1.1597 3.5128 -1.1812 -0.6487 0.6990 0.1245 0.334
H 0.0957 1.6324 -0.5248 -0.5806 -1.2810 -0.6748 -0.233
H 1.4287 2.1965 -1.3267 0.2273 0.6591 -0.2276 0.450
H -0.8444 1.3506 -2.5572 -0.2093 -0.0356 -0.0578 0.389
H 0.3118 4.5290 -2.4024 -0.1331 -0.0741 0.0529 0.327

50
Properties=species:S:1:pos:R:3:forces:R:3:mulliken_charge:R:1 method="wB97M-V/def2-TZVPD" e_lumo_ev=0.4 de_lowest_kcal_mol=16.10 homo_ev=-9.515 multiplicity=1 energy_ha=-1151.305144 smiles=OCCO.OCCO.OCCO.OCCO.OCCO gap_ha=0.3629
C 4.9510 -0.5819 -2.4192 -0.7038 -0.0816 -0.1645 -0.603
C 3.6425 -0.4137 -3.2143 0.6446 0.2407 0.7354 -0.341
O 2.5409 -0.4623 -2.3182 -0.6617 -0.0087 -0.0828 -0.465
O 4.9148 -1.7479 -1.6418 0.3286 -0.4477 0.2410 -0.528
H 5.0620 0.3177 -1.7993 0.2112 -0.0219 0.0349 0.240
H 5.8131 -0.6856 -3.0787 -0.0642 0.2516 -0.1162 0.365
H 3.5059 -1.2312 -3.9206 0.0101 0.1155 -0.0784 0.336
H 3.6544 0.5673 -3.7043 0.0391 -0.2149 -0.2896 0.280
H 2.7710 -0.1676 -1.4303 0.3124 -0.1149 -0.0739 0.206
H 4.4674 -1.5942 -0.7985 -0.1222 0.2104 -0.2965 0.463
C -0.4087 0.8752 -1.3873 0.8976 -0.3479 -0.0378 0.005
C -1.7962 1.0157 -0.8059 -0.1122 0.4646 0.5750 -0.471
O -1.7805 0.5596 0.5468 0.2275 -0.1378 0.0405 -0.500
O -0.2646 -0.3623 -2.0643 -0.4471 -0.1545 -0.1930 -0.377
H 0.3267 0.8907 -0.5743 -0.2787 0.1540 0.3240 -0.183
H -0.1197 1.7222 -2.0180 -0.3948 -0.0255 -0.3187 0.433
H -2.5525 0.4541 -1.3623 0.2324 0.0040 -0.2819 0.258
H -2.0747 2.0750 -0.8126 -0.0247 -0.0344 -0.1459 0.445
H -2.4314 1.0449 1.0624 -0.2255 -0.1084 -0.0374 0.198
H 0.6530 -0.4693 -2.3687 -0.0374 0.1112 0.1797 0.392
C -5.3002 2.0571 3.2248 0.1748 0.6091 -0.4550 -0.401
C -4.1699 2.4079 4.1947 -0.4023 -0.4009 -0.5735 -0.339
O -4.6550 3.0175 5.3673 -0.0033 -0.3157 0.4363 -0.519
O -4.7016 1.5189 2.0399 -0.1485 0.1265 0.1481 -0.446
H -5.8520 2.9742 2.9648 0.0442 -0.0390 0.0839 0.338
H -6.0255 1.3537 3.6443 0.2323 -0.0311 0.2277 0.281
H -3.4237 3.0490 3.7108 -0.1309 -0.1129 -0.1782 0.259
H -3.6968 1.4515 4.4304 0.1502 0.2579 0.4317 0.263
H -5.2542 3.7348 5.1443 0.0534 0.0466 -0.1370 0.302
H -5.3889 1.4998 1.3663 0.1521 -0.1451 -0.0534 0.278
C -1.2295 -3.5214 -1.6536 0.7809 1.6086 -0.1936 -0.380
C -2.1520 -3.2465 -2.8398 0.2548 -0.1753 0.6385 -0.105
O -3.5062 -3.4212 -2.4717 -0.3645 -0.6354 -0.3576 -0.549
O -1.6514 -2.8020 -0.4996 -0.4838 -0.4741 0.2821 -0.638
H -0.2308 -3.1174 -1.8633 0.0369 -0.4374 -0.4980 0.138
H -1.1162 -4.5799 -1.4318 -0.3987 -0.0362 0.2041 0.369
H -1.8207 -3.9426 -3.6162 -0.5338 -0.0345 -0.2277 0.305
H -2.0725 -2.2280 -3.2193 0.5161 0.1053 0.0610 0.155
H -3.5729 -3.3706 -1.5120 0.2277 0.1471 0.0586 0.341
H -1.3973 -1.8804 -0.6354 0.0308 0.0120 0.0018 0.283
C 4.0516 1.3759 1.9307 -1.7336 0.8962 -0.0112 -0.712
C 3.0111 0.5524 1.1960 -0.8457 -0.3259 -0.2162 0.057
O 3.5312 -0.6895 0.6885 0.5234 0.7859 0.5737 -0.574
O 4.5683 0.6175 3.0050 0.8525 -0.0148 -0.4053 -0.533
H 3.5229 2.2572 2.3189 -0.0845 -0.0708 0.0563 0.352
H 4.7595 1.8450 1.2468 0.7738 -0.7890 0.2325 0.307
H 2.5112 1.0995 0.3904 0.4779 0.0945 -0.2050 0.107
H 2.1726 0.3152 1.8616 0.1964 -0.0296 0.2776 0.235
H 4.2091 -0.8914 1.3571 -0.1541 -0.4362 -0.2484 0.338
H 4.0053 0.7576 3.7693 -0.0259 -0.0395 0.0322 0.334

45
Properties=species:S:1:pos:R:3:forces:R:3:mulliken_charge:R:1 method="wB97M-V/def2-TZVPD" e_lumo_ev=0.7 de_lowest_kcal_mol=53.07 homo_ev=-10.190 multiplicity=1 energy_ha=-775.075948 smiles=CCO.CCO.CCO.CCO.CCO gap_ha=0.4005
C 7.7299 3.7526 -2.2188 -0.5665 0.7356 -2.6450 -1.001
C 6.7264 4.6984 -3.0086 0.4961 -1.1486 2.9346 -0.263
O 7.3670 5.9080 -3.3219 0.0848 0.0426 -0.8415 -0.512
H 8.3760 3.4567 -3.0453 0.6927 -0.0933 0.2437 0.246
H 7.2610 2.8073 -1.9454 -0.1401 0.3590 0.6348 0.333
H 8.3262 4.2909 -1.4821 -0.4097 -0.2506 0.1799 0.309
H 5.9509 4.9957 -2.3027 -0.6078 -0.4929 -0.0577 0.292
H 6.2998 4.1458 -3.8457 0.0736 0.1663 -0.2433 0.279
H 6.6153 6.4294 -3.6130 0.3749 0.6807 -0.2045 0.316
C -2.3684 -1.8478 -7.7203 0.4581 -0.2512 -1.6203 -1.035
C -1.1914 -1.7795 -6.7518 -1.2478 0.5199 -0.4395 -0.157
O -1.8068 -2.0395 -5.5347 0.1699 -0.3545 2.2544 -0.526
H -2.6681 -2.8840 -7.8770 0.0260 -0.2553 0.2072 0.326
H -2.1544 -1.5030 -8.7320 0.1816 0.2214 -0.0761 0.326
H -3.2660 -1.3298 -7.3827 0.3788 0.2404 0.3326 0.297
H -0.7808 -0.7750 -6.6497 0.0558 0.0007 -0.2476 0.242
H -0.3746 -2.4787 -6.9310 -0.0011 -0.0575 -0.4313 0.218
H -2.2253 -2.9025 -5.5752 -0.0204 -0.0613 0.0283 0.308
C -6.7366 0.6691 5.4551 0.4505 0.0426 0.3098 -0.965
C -6.0312 1.4602 6.5986 -0.4224 -1.8701 -0.8123 -0.169
O -4.8256 0.7827 6.9887 0.3621 0.7223 -0.5938 -0.531
H -6.8605 -0.3832 5.7107 -0.4773 0.0958 0.3760 0.282
H -6.1667 0.5978 4.5287 0.3888 0.5025 0.0885 0.282
H -7.6734 1.1650 5.2009 -0.2032 -0.2389 0.1137 0.316
H -6.7053 1.4966 7.4544 -0.0622 0.4028 -0.0505 0.251
H -5.8408 2.4447 6.1714 0.4798 0.1175 0.6112 0.232
H -4.8954 0.2612 7.7917 -0.5144 0.2256 -0.0446 0.301
C 2.2715 -4.9533 3.7633 -1.8274 1.1631 -0.0140 -1.066
C 0.9947 -5.1424 2.8905 1.8392 -0.8377 0.0566 -0.198
O 0.6472 -6.5117 3.0820 -1.1175 -0.0592 0.1782 -0.512
H 3.1029 -5.5710 3.4237 0.0683 0.3355 0.0900 0.351
H 1.9345 -5.2050 4.7689 0.2705 -0.6132 0.0577 0.298
H 2.4606 -3.8889 3.9025 0.7875 0.0386 -0.5662 0.327
H 1.1594 -5.0612 1.8161 0.3133 0.6516 -0.0710 0.225
H 0.2195 -4.4271 3.1653 -0.2500 -0.5219 0.2717 0.281
H 1.4815 -6.9863 3.0936 -0.0845 -0.1557 -0.0031 0.293
C -1.4967 1.8136 0.5174 0.0066 -0.0974 0.8408 -1.205
C 0.0014 2.0627 0.3309 -2.4011 0.1013 0.5352 -0.073
O 0.3553 1.6650 -0.9540 1.1684 0.3610 -0.7175 -0.498
H -1.6065 0.7296 0.4845 -0.5787 -0.0562 -0.0132 0.351
H -2.1963 2.3136 -0.1525 0.4518 -0.0776 -0.5034 0.323
H -1.8004 2.1735 1.5004 0.0223 -0.2795 0.2769 0.331
H 0.4680 1.4852 1.1290 0.5816 0.0411 -0.0881 0.209
H 0.1181 3.1291 0.5236 0.8300 0.0222 -0.5151 0.256
H -0.1959 0.9360 -1.2477 -0.0808 -0.0177 0.1779 0.306

46
Properties=species:S:1:pos:R:3:forces:R:3:mulliken_charge:R:1 method="wB97M-V/def2-TZVPD" e_lumo_ev="0.7 / -1.5" de_lowest_kcal_mol=23.42 homo_ev="-4.071 / -7.347" multiplicity=5 energy_ha=-3942.584984 gap_ha="0.1749 / 0.2138"
Ru 0.3999 0.3316 -0.0497 1.6148 -0.8376 1.7535 -0.350
Si -0.5916 1.1599 2.0331 1.1210 0.7986 -0.4459 1.147
P -1.0410 1.6436 -1.0676 -0.7321 2.3834 -0.6988 1.335
P 1.1589 -1.4358 1.2909 0.7869 -0.2266 0.7404 1.156
H 1.3782 1.4637 -0.9189 0.4429 0.4642 -0.7041 -0.354
C -1.0400 1.0245 -2.7646 -0.1489 0.1728 -0.8738 -1.143
H -1.3208 1.8160 -3.4796 0.0327 -0.2812 0.1476 0.372
H -1.7546 0.1993 -2.8495 0.0822 0.1050 0.0463 0.325
H -0.0482 0.6356 -3.0256 -0.2637 0.1604 0.0790 0.166
C -0.5222 3.3855 -1.1584 -0.0074 0.6740 -0.6631 -1.508
H -1.1653 3.9495 -1.8489 0.1060 0.0176 0.1429 0.484
H 0.5177 3.4638 -1.5086 -0.3326 -0.1510 0.1270 0.360
H -0.5748 3.8573 -0.1698 -0.0660 -0.2241 -0.1194 0.316
C -2.8345 1.8695 -0.7448 -0.2493 -0.1773 -0.0632 -1.348
H -3.2214 2.7078 -1.3389 0.1106 -0.1888 0.0396 0.433
H -3.0213 2.0760 0.3116 0.0778 0.0093 -0.1398 0.298
H -3.3863 0.9570 -1.0080 0.1193 0.2209 0.0348 0.403
C 1.5236 -2.8820 0.2542 0.5386 -0.0384 -0.2908 -1.257
H 1.9187 -3.6888 0.8826 -0.0723 0.0312 -0.1433 0.425
H 2.2657 -2.6057 -0.5182 -0.4500 -0.1182 0.4129 0.324
H 0.5972 -3.2091 -0.2329 0.1808 0.0588 0.1256 0.261
C 2.7098 -0.9459 2.1097 0.5619 -0.3894 -0.0096 -1.219
H 3.1818 -1.8511 2.5153 0.1058 0.2239 0.0724 0.467
H 2.5064 -0.2430 2.9306 -0.0102 -0.2490 -0.3028 0.265
H 3.3841 -0.4834 1.3691 -0.3747 -0.1908 0.3403 0.168
C 0.2625 -2.2534 2.6720 -0.0654 0.0334 -0.1747 -1.339
H 0.9729 -2.9316 3.1596 -0.1930 0.0418 -0.0164 0.446
H -0.5887 -2.8225 2.2642 0.3166 0.1648 0.2538 0.438
H -0.1030 -1.5104 3.3898 0.0841 -0.3035 -0.1526 0.298
C 0.9818 2.2625 2.0907 -0.0149 0.0405 0.2520 -1.138
H 1.4965 2.3683 1.1237 -0.0938 0.0616 0.2997 0.178
H 1.6826 1.8664 2.8310 0.0320 0.1392 -0.1038 0.294
H 0.6405 3.2489 2.4165 0.1778 0.1375 -0.0100 0.463
H -1.6987 2.1535 2.0795 -0.1086 -0.2349 -0.1619 -0.317
H -0.5568 0.5116 3.3680 -0.1544 -0.2079 -0.1387 -0.337
C 2.9054 0.7305 -1.4575 0.9990 4.1561 -1.7255 1.122
O 2.6526 -0.3725 -1.0345 -0.8914 -4.1457 1.6730 -0.528
C 2.9430 0.9214 -2.9859 -1.1400 1.3247 -0.0166 -1.373
H 3.6218 1.7538 -3.2567 -0.2757 -0.5568 -0.0114 0.415
H 1.9309 1.1807 -3.4278 1.1957 -0.5101 0.4950 0.183
H 3.2920 -0.0267 -3.3633 0.1130 -0.2518 -0.4828 0.315
C 3.9528 1.5942 -0.7180 -0.8515 -1.1402 1.5685 -1.332
H 4.7884 0.8662 -0.5565 -0.2823 0.8065 -0.0917 0.283
H 3.5677 1.9127 0.2984 0.5084 -0.3917 -1.0708 0.162
H 4.2509 2.4561 -1.2759 0.2865 0.4662 -0.2573 0.523
Se -1.6431 -0.6533 0.7207 -2.8164 -1.8774 0.2646 -0.278